No. 1
Below is an isolated molecule of C16H18N2O4S at a distorted geometry, with properties calculated with ωB97M-V/def2-TZVPD.

The charge is 0. Its SMILES is CCCCNC(=O)c1onc(CSc2ccccc2)c1C(=O)O. The LUMO energy is -0.0153 Ha. Its energy relative to the best compared isomer or geometry (same formula, charge and spin) is 24.45 kcal per mole. The value obtained for the electronic energy is -38889.563 eV.

```
41
Properties=species:S:1:pos:R:3:forces:R:3:nbo_charge:R:1
C -4.794 -3.419 -3.414 -0.04 -0.11 0.21 -0.61
C -4.313 -3.957 -2.071 0.21 0.06 -0.16 -0.39
C -2.989 -3.344 -1.615 -0.29 0.07 0.14 -0.40
C -3.114 -1.854 -1.294 -0.22 -0.28 -0.08 -0.23
N -1.881 -1.335 -0.744 0.18 0.03 -0.13 -0.56
C -1.774 -0.885 0.509 0.13 -0.05 -0.40 0.64
O -2.712 -0.814 1.296 -0.07 0.02 0.21 -0.64
C -0.411 -0.445 0.883 0.70 0.51 1.05 0.23
O 0.549 -0.502 -0.059 -1.03 -0.22 0.04 -0.27
N 1.710 -0.045 0.456 1.03 0.24 0.42 -0.11
C 1.499 0.294 1.700 -0.70 -0.43 -0.42 0.17
C 2.552 0.899 2.540 0.28 0.73 0.02 -0.58
S 2.422 2.730 2.479 0.04 -0.15 0.18 0.27
C 3.469 3.199 1.123 -0.17 -0.21 0.20 -0.18
C 3.908 4.520 1.122 -0.10 -0.09 0.04 -0.23
C 4.721 4.976 0.103 0.00 0.05 -0.04 -0.20
C 5.106 4.120 -0.917 0.05 0.02 -0.09 -0.23
C 4.660 2.810 -0.915 0.07 -0.01 -0.06 -0.21
C 3.837 2.343 0.096 0.04 -0.02 0.02 -0.20
C 0.128 0.053 2.052 -0.28 -0.37 -0.83 -0.23
C -0.447 0.253 3.419 -0.06 -0.12 -0.24 0.78
O 0.269 0.536 4.345 0.00 0.09 0.01 -0.58
O -1.744 0.087 3.565 -0.40 -0.03 0.15 -0.67
H -5.679 -3.961 -3.737 -0.09 0.02 -0.10 0.22
H -4.024 -3.542 -4.173 0.07 0.02 -0.13 0.20
H -5.052 -2.366 -3.348 -0.04 0.13 -0.08 0.20
H -4.178 -5.037 -2.151 -0.06 -0.01 0.08 0.21
H -5.075 -3.774 -1.311 -0.03 -0.08 0.07 0.20
H -2.235 -3.487 -2.392 0.09 -0.05 0.00 0.19
H -2.650 -3.863 -0.716 0.09 0.03 -0.01 0.21
H -3.359 -1.287 -2.196 -0.06 0.01 0.11 0.20
H -3.891 -1.691 -0.545 0.04 0.03 -0.15 0.23
H -1.053 -1.375 -1.321 0.00 0.07 0.15 0.42
H 2.383 0.653 3.587 0.11 -0.05 -0.17 0.29
H 3.548 0.613 2.213 -0.01 -0.09 0.05 0.25
H 3.607 5.175 1.925 0.02 0.11 0.10 0.22
H 5.060 6.001 0.109 0.03 0.08 0.01 0.21
H 5.747 4.474 -1.710 0.05 0.03 -0.06 0.21
H 4.948 2.139 -1.710 0.03 -0.05 -0.07 0.21
H 3.479 1.326 0.065 0.03 0.01 -0.04 0.22
H -2.229 -0.218 2.748 0.37 0.07 0.02 0.51
```
Positions in Å, forces in eV/Å.

***

No. 2
Below is a cluster of 8 separate species, C13H41BCl4O12P in total at a distorted geometry, with properties calculated with ωB97M-V/def2-TZVPD.

The charge is 0. The LUMO energy (alpha / beta) is -0.0065 / -0.2441 Ha. The value obtained for the electronic energy is -98763.700 eV. Its multiplicity is 2.

```
72
Properties=species:S:1:pos:R:3:forces:R:3:lowdin_spin:R:1
B -12.115 -47.745 -4.012 -0.19 -0.25 -0.26 0.02
H -12.755 -46.877 -4.023 -2.60 3.06 -0.23 0.00
H -11.135 -47.424 -3.696 3.35 0.71 1.17 0.01
H -12.424 -48.460 -3.264 -1.55 -3.02 2.52 0.00
H -12.032 -48.150 -5.009 0.12 -1.80 -3.87 0.01
C -13.569 -55.375 1.467 -0.06 0.02 -0.22 0.00
O -13.653 -54.277 0.556 -0.31 1.11 -0.74 0.00
P -12.417 -53.345 0.233 2.88 1.18 -0.03 0.00
O -11.505 -52.955 1.380 -1.95 -1.02 -2.07 0.00
O -11.601 -54.155 -0.974 -1.18 0.94 1.50 0.00
C -10.330 -54.779 -0.718 -0.09 -0.01 -0.23 0.00
O -13.072 -52.064 -0.559 0.05 -2.61 0.68 0.00
C -12.205 -51.057 -1.108 -0.78 0.16 0.24 0.00
H -12.819 -56.072 1.096 0.29 0.07 0.47 0.00
H -14.517 -55.910 1.420 -0.07 0.30 0.05 0.00
H -13.405 -54.959 2.462 0.28 -0.46 0.00 0.00
H -10.185 -55.045 0.329 -0.04 0.28 0.01 0.00
H -9.541 -54.115 -1.073 0.04 -0.03 0.20 0.00
H -10.306 -55.694 -1.309 -0.06 0.06 -0.04 0.00
H -12.724 -50.630 -1.966 -0.13 -0.17 -0.13 0.00
H -11.268 -51.472 -1.480 0.15 0.20 0.48 0.00
H -12.192 -50.275 -0.348 0.96 -0.08 -0.18 0.00
C -9.888 -51.157 -4.798 0.03 1.05 -0.79 0.00
C -9.141 -50.222 -3.830 -0.64 -0.76 -0.68 0.00
O -7.766 -50.482 -3.901 0.77 -0.38 0.11 0.00
O -9.798 -52.540 -4.565 -0.64 -0.02 0.55 0.00
H -9.613 -50.955 -5.834 0.89 0.17 -0.24 0.00
H -10.917 -50.813 -4.905 -0.51 -0.58 0.80 0.00
H -9.496 -50.416 -2.817 0.17 0.23 0.10 0.00
H -9.255 -49.182 -4.135 -0.77 0.07 0.22 0.00
H -7.530 -50.125 -4.760 0.54 -0.02 -0.06 0.00
H -8.887 -52.837 -4.620 0.20 0.33 0.01 0.00
C -14.744 -50.403 -5.239 1.54 -3.15 -1.47 0.11
C -15.279 -49.394 -4.248 -1.04 2.50 1.71 0.13
O -14.863 -48.130 -4.598 -2.04 -0.76 -1.22 0.46
O -13.468 -50.846 -4.827 -1.83 0.48 -0.23 0.18
H -14.769 -50.052 -6.270 0.22 0.84 0.16 0.01
H -15.412 -51.263 -5.282 -0.01 -0.11 0.62 0.01
H -14.932 -49.539 -3.225 0.14 -0.88 -0.03 0.01
H -16.366 -49.446 -4.302 -0.07 0.15 -0.21 0.02
H -13.946 -48.007 -4.342 1.88 0.89 0.85 0.00
H -13.003 -50.027 -4.640 1.38 0.41 -0.10 0.00
C -8.877 -45.833 -4.899 0.02 0.13 -1.45 0.00
C -9.970 -44.741 -5.004 1.07 -0.82 0.36 0.00
O -10.892 -45.020 -3.988 -0.65 0.82 0.21 0.00
O -9.366 -47.074 -5.474 0.48 0.71 0.07 0.00
H -8.507 -46.000 -3.887 -0.43 0.17 0.24 0.00
H -8.002 -45.571 -5.495 0.00 0.03 -0.16 0.00
H -10.453 -44.782 -5.980 0.10 -0.13 -0.33 0.00
H -9.585 -43.727 -4.903 0.09 -0.08 0.36 0.00
H -11.214 -45.907 -4.165 -0.26 0.09 0.35 0.00
H -10.258 -47.205 -5.146 0.03 -0.34 0.13 0.00
C -12.060 -47.485 -0.246 0.61 0.96 0.22 0.00
C -12.634 -46.103 -0.731 1.12 -1.27 1.50 0.00
O -13.613 -46.390 -1.674 -1.08 -0.02 -0.52 0.00
O -11.080 -47.993 -1.152 -0.71 -0.06 0.42 0.01
H -12.927 -48.133 -0.117 -0.17 -0.29 -0.30 0.00
H -11.560 -47.513 0.722 -0.01 0.64 0.07 0.00
H -11.854 -45.471 -1.154 0.23 -0.01 0.07 0.00
H -13.090 -45.591 0.117 -0.15 0.06 -0.07 0.00
H -13.170 -46.870 -2.378 -0.07 0.10 -0.27 0.00
H -11.569 -48.207 -1.950 0.43 -0.11 -0.25 0.00
C -13.826 -43.739 -2.890 0.07 -0.04 0.11 0.00
Cl -14.964 -42.881 -3.934 -0.06 0.24 -0.15 0.00
Cl -12.466 -42.667 -2.339 -0.94 -0.80 -0.28 0.00
H -14.408 -44.132 -2.057 0.44 0.42 0.10 0.00
H -13.471 -44.598 -3.459 0.49 0.48 0.15 0.00
C -12.178 -47.450 -7.801 0.07 0.55 0.08 0.00
Cl -12.814 -46.504 -9.198 0.26 -0.43 0.69 0.00
Cl -11.141 -48.792 -8.318 -0.42 0.11 0.18 0.00
H -11.577 -46.808 -7.157 0.10 0.12 -0.44 0.00
H -13.013 -47.773 -7.179 0.01 -0.34 -0.49 0.00
```
Positions in Å, forces in eV/Å.

***

> Which of these has the lowest electronic energy?

C13H41BCl4O12P